Run i
Here is a structure of composition C31H70N2O19S from the Open Molecules 2025 dataset. Energies are from ωB97M-V with the def2-TZVPD basis set.

```
123
Properties=species:S:1:pos:R:3
N -1.2906 1.3312 3.2965
H -1.8484 1.0050 4.0195
H -1.2687 2.2370 3.5725
H -1.6451 1.0566 2.4550
H -0.4476 0.9796 3.5232
N 3.0039 2.0377 -2.3578
H 3.0812 2.6388 -1.4564
H 3.8591 2.1160 -2.9320
H 2.0767 2.2559 -2.9105
H 2.9563 0.9664 -1.9469
S 0.6055 1.8601 0.4057
O 0.8138 2.0757 1.7641
O 0.8543 3.0496 -0.4352
O 1.4169 0.7727 -0.0553
O -0.7274 1.4075 0.2616
O -0.5538 -2.0817 3.3105
C -0.4872 -2.7481 2.2927
O -0.8463 -3.9704 2.0076
C -1.3606 -4.7758 3.1045
C -1.5065 -6.1781 2.5849
C 0.1195 -2.1226 1.0463
H -2.2933 -4.3587 3.3707
H -0.6279 -4.8506 3.8631
H -0.5542 -6.3621 2.1689
H -2.3075 -6.2554 1.7415
H -1.6209 -6.8724 3.4027
H -0.0922 -1.0419 0.9544
H -0.2273 -2.4396 0.1977
H 1.0842 -2.3407 0.8792
O 3.3582 -0.5885 -3.4447
C 3.8566 -1.7642 -3.3349
O 4.2356 -2.3588 -2.1813
C 3.9025 -1.6539 -1.0615
C 4.5071 -2.2850 0.1713
C 4.1737 -2.6381 -4.4580
H 2.8632 -1.4895 -1.0011
H 4.4627 -0.6285 -1.2114
H 4.6306 -3.4424 0.1427
H 4.0880 -1.9527 1.0431
H 5.5523 -1.7587 0.1516
H 3.3939 -3.5754 -4.5884
H 5.1296 -3.0185 -4.4432
H 3.9412 -1.9502 -5.2818
O 0.8983 1.7465 -4.9624
C -0.3209 1.9147 -5.1742
O -1.1720 2.5657 -4.4014
C -0.7711 2.8892 -3.0509
C -1.8499 3.6383 -2.4636
C -1.1093 1.3014 -6.3769
H 0.1975 3.0882 -2.7190
H -0.5321 1.9085 -2.6117
H -1.7751 3.8263 -1.2704
H -3.0850 3.5105 -2.6302
H -1.9164 4.6337 -2.8969
H -0.3964 1.4247 -7.3095
H -1.9476 1.9960 -6.6821
H -1.5301 0.3197 -6.3264
O 0.0307 -2.7864 -3.9075
C 0.4579 -2.3621 -2.7889
O 0.9599 -2.9950 -1.8557
C 1.3900 -4.3157 -2.0578
C 1.7278 -5.0183 -0.7674
C 0.1294 -0.8639 -2.3908
H 2.2234 -4.5203 -2.7110
H 0.7022 -4.8855 -2.5026
H 0.8245 -4.7970 -0.1742
H 2.5507 -4.5318 -0.0811
H 1.8731 -6.0474 -1.0028
H -0.5908 -0.5012 -3.0333
H 1.0655 -0.2814 -2.3061
H -0.1760 -0.8345 -1.2121
O -6.0342 3.6504 -0.5425
C -5.1705 2.7675 -0.1779
O -4.8545 1.7967 -1.0184
C -5.4447 1.6390 -2.2575
C -4.5655 0.5507 -2.9884
C -4.1616 3.0097 0.9588
H -5.4106 2.6513 -2.7190
H -6.3613 1.2861 -2.0405
H -3.6096 1.0099 -3.1076
H -5.0188 0.2587 -4.0701
H -4.3743 -0.2677 -2.2514
H -4.5079 3.9314 1.5237
H -3.1368 2.6204 0.7924
H -4.5075 2.3898 1.9275
O -4.0939 -0.0773 2.9693
C -4.1302 -0.9295 1.9746
O -4.8227 -2.0229 2.0211
C -5.5354 -2.4831 3.2456
C -5.8687 -3.8537 2.9314
C -3.4787 -0.5926 0.7389
H -6.3543 -1.8498 3.4914
H -4.8008 -2.5559 4.1835
H -6.5649 -4.3199 3.6565
H -5.0008 -4.5142 2.8392
H -6.0833 -3.8788 1.8948
H -3.1459 0.5906 0.8938
H -4.0390 -0.6706 -0.1629
H -2.5833 -1.1004 0.6755
O 6.0869 0.0790 2.8665
C 5.1454 0.9306 3.0721
O 4.9074 1.6332 4.2265
C 5.7225 1.3790 5.2883
C 5.3275 2.3710 6.3823
C 4.0130 1.1488 2.0001
H 6.7047 1.4918 4.8415
H 5.5096 0.3290 5.5853
H 4.1156 2.1477 6.4111
H 5.4465 3.3381 6.1648
H 5.9380 2.1413 7.2456
H 3.8326 0.2149 1.4406
H 4.3559 1.8115 0.9235
H 3.2177 1.5391 2.4460
C 0.9401 5.5428 -0.8870
C 0.8490 5.4393 0.6809
O 1.2604 6.4403 1.3449
C 0.3802 4.1923 1.3115
H 0.5536 6.5942 -1.2537
H 0.4433 4.7152 -1.3359
H 1.8594 5.5022 -1.3158
H 0.7472 3.3691 0.6720
H -0.8033 4.1501 1.4507
H 0.9872 4.1534 2.0922
```

Results
Highest occupied orbital energy = -6.41 eV
Net charge = 0
2S+1 = 1

Mulliken atomic charge list, values in e, 4 entries: 0.148, 0.446, 0.328, -0.273

---

Run ii
Here is a structure of composition C31H70N2O19S from the Open Molecules 2025 dataset. Energies are from ωB97M-V with the def2-TZVPD basis set.

```
123
Properties=species:S:1:pos:R:3
N 1.8510 1.8652 0.8477
H 1.4330 1.9232 -0.0273
H 2.5210 2.6552 0.8747
H 2.4940 0.9762 0.7087
H 1.2890 1.6242 1.6877
N 0.8660 -3.6848 -1.6753
H -0.0620 -3.3618 -1.9213
H 1.0530 -3.6838 -0.7233
H 1.4140 -2.9188 -2.1063
H 1.1320 -4.5268 -2.1233
S 0.2360 -1.0728 -0.0263
O -0.1330 0.1332 0.7337
O 0.3080 -2.3538 0.7167
O -0.6810 -1.2178 -1.1163
O 1.4470 -0.7998 -0.5123
O 2.5470 3.0242 -1.6943
C 3.2370 2.4662 -2.6583
O 3.9700 3.2002 -3.6113
C 3.8190 4.6282 -3.6383
C 4.5680 5.2832 -4.8053
C 3.8410 1.0672 -2.6063
H 4.3210 5.0252 -2.7963
H 2.8930 4.7262 -3.4233
H 5.5050 4.9082 -4.9943
H 4.6280 6.3152 -4.6903
H 4.0650 5.2042 -5.7573
H 4.6600 0.9472 -2.0823
H 3.9650 0.7012 -3.5933
H 3.0200 0.3052 -2.2093
O -0.1420 4.4432 1.8667
C -1.2330 4.2162 1.3727
O -2.4540 4.7852 1.7347
C -2.4780 5.7362 2.6787
C -3.9070 5.9992 2.9707
C -1.5090 3.1632 0.2827
H -2.0940 6.6122 2.2417
H -1.7050 5.5372 3.6457
H -4.3790 6.1252 2.1707
H -4.0330 6.7902 3.6447
H -4.3160 5.2222 3.4277
H -2.1530 3.3382 -0.3333
H -1.6320 2.2942 0.7937
H -0.5110 2.7952 -0.5023
O 1.9050 -2.4918 -4.6493
C 1.6480 -1.6118 -5.3753
O 1.0520 -0.4758 -5.0813
C 0.3670 -0.1198 -3.8163
C -0.2650 1.2812 -3.8013
C 2.0360 -1.6228 -6.9183
H 0.9250 0.0592 -2.8543
H -0.2700 -0.9508 -3.4103
H -1.1640 1.2772 -4.4483
H 0.4920 2.0132 -3.9293
H -0.8280 1.2552 -2.9583
H 1.0530 -1.6618 -7.5773
H 2.4520 -2.6098 -6.8133
H 2.8530 -0.9328 -6.9003
O 4.1310 -4.3158 -0.5723
C 5.0860 -3.8198 0.0497
O 5.1450 -2.8278 1.0297
C 3.8160 -2.2348 1.3687
C 3.8080 -1.5508 2.6647
C 6.4780 -4.3308 -0.0603
H 2.9260 -2.9508 1.2147
H 3.6560 -1.7108 0.4717
H 3.6750 -2.2678 3.5687
H 2.8030 -0.9218 2.6367
H 4.6780 -0.7458 2.6507
H 6.5210 -5.3608 0.1167
H 7.1200 -3.8088 0.6497
H 6.6890 -4.0138 -1.0093
O 2.0510 1.5892 2.5497
C 1.5630 1.2452 3.6047
O 0.1250 1.3602 3.9447
C -0.7510 1.5822 2.8617
C -2.1630 2.0422 3.3857
C 2.3950 0.7642 4.7947
H -0.7300 0.8182 2.2237
H -0.5130 2.6342 2.3697
H -2.0820 2.8752 4.1187
H -2.6670 1.1762 3.7937
H -2.5810 2.4162 2.4807
H 2.3600 1.4582 5.5187
H 3.3190 0.4782 4.6847
H 1.7710 -0.1898 5.1207
O -5.2980 1.5992 -1.8573
C -4.5020 1.3762 -0.9953
O -4.5300 1.9382 0.3237
C -5.4710 2.9812 0.7237
C -6.7290 2.3702 1.1727
C -3.4050 0.2912 -1.0873
H -5.5580 3.6942 -0.0443
H -5.0590 3.4342 1.4797
H -6.4920 1.7302 1.8997
H -7.1110 1.6752 0.4417
H -7.3970 3.2372 1.4657
H -3.7120 -0.7688 -1.2983
H -2.8600 0.3212 -0.2493
H -2.6430 0.8562 -1.8183
O -3.1530 -6.2818 1.6647
C -3.0470 -5.2208 1.0537
O -3.8470 -4.6178 0.1287
C -5.2650 -4.9928 0.0407
C -5.9760 -4.1828 -1.0043
C -1.6400 -4.6138 0.8837
H -5.7980 -4.7648 0.8967
H -5.2170 -5.9328 -0.2723
H -5.3340 -4.2478 -1.9133
H -6.2820 -3.1168 -0.6613
H -7.0340 -4.6158 -1.2503
H -0.9260 -5.3468 0.8747
H -1.5040 -4.0988 1.6077
H -1.4720 -4.0608 0.0007
C 0.1090 -2.1188 2.6847
C 1.1720 -2.9978 3.2697
O 1.7150 -2.7958 4.5107
C 1.4740 -4.2418 2.5137
H 0.3430 -2.0558 1.6557
H -0.1200 -1.2648 3.2247
H -0.8660 -2.7068 2.5687
H 2.0140 -3.9188 1.5747
H 0.5700 -4.8118 2.3837
H 2.3100 -4.9408 2.9347
```

Results
Highest occupied orbital energy = -6.68 eV
Net charge = 0
2S+1 = 1

Mulliken atomic charge list, values in e, 4 entries: 0.501, -0.151, 0.438, 0.247

---

Of them, the most stable is run i and the least stable is run ii.

---

Run i
Here is a cluster of 2 separate species, C2H11N2O in total from the Open Molecules 2025 dataset. Energies are from ωB97M-V with the def2-TZVPD basis set.

```
16
Properties=species:S:1:pos:R:3
N 1.4891 -2.3826 1.0396
H 1.3529 -1.3134 0.8152
H 1.3869 -2.5391 2.0410
H 0.7971 -2.9248 0.5280
H 2.4280 -2.6484 0.7402
C -1.7126 1.9369 -0.9681
N -0.7129 1.4215 -0.0255
C -0.0529 0.2413 -0.4801
O 1.1728 0.1021 0.2960
H -1.2644 2.0233 -1.9518
H -2.0120 2.9245 -0.6508
H -2.5862 1.2986 -1.0474
H -1.1791 1.2156 0.8482
H -0.6266 -0.6902 -0.3556
H 0.2313 0.3580 -1.5254
H 1.2886 0.9768 0.6964
```

Results
Highest occupied orbital energy = -13.22 eV
Net charge = +1
2S+1 = 1

Mulliken atomic charge list, values in e, 4 entries: -0.505, 0.358, 0.375, 0.379

---

Run ii
Here is a cluster of 2 separate species, C2H11N2O in total from the Open Molecules 2025 dataset. Energies are from ωB97M-V with the def2-TZVPD basis set.

```
16
Properties=species:S:1:pos:R:3
C -1.7603 0.1743 -1.5969
N -1.1284 0.8524 -0.4227
H -2.8499 0.2328 -1.4639
H -1.4786 0.5524 -2.5918
H -1.4148 -0.8638 -1.5951
H -0.7695 1.7923 -0.7144
H -0.2548 0.1827 -0.0265
H -1.8780 1.1104 0.3742
N 0.5683 -0.5505 1.7141
C 1.8457 -0.3569 0.9996
O 1.5280 0.1772 -0.2942
H 0.1207 -1.4606 1.4858
H 0.8010 -0.8116 2.6892
H 2.2773 0.4672 1.6183
H 2.5784 -1.1507 0.8901
H 1.8150 -0.3475 -1.0656
```

Results
Highest occupied orbital energy = -14.57 eV
Net charge = +1
2S+1 = 1

Mulliken atomic charge list, values in e, 4 entries: -0.701, -0.382, 0.338, 0.297

---

Of them, the most stable is run i and the least stable is run ii.

---

Run i
Here is a structure of composition C2H11N2O from the Open Molecules 2025 dataset. Energies are from ωB97M-V with the def2-TZVPD basis set.

```
16
Properties=species:S:1:pos:R:3
C -3.7650 -1.7719 -3.2900
N -3.4064 -2.7495 -4.2264
C -2.5628 -0.8892 -3.0529
N -2.6434 0.2001 -3.9356
H 21.5855 8.1902 28.7122
H -4.0606 -2.2599 -2.3672
H -2.9811 -2.3991 -5.1606
H -4.6066 -1.1106 -3.6131
H -2.6017 -0.4795 -2.0354
H -1.6396 -1.5179 -3.1882
H -4.0722 -3.4754 -4.3613
H -1.9636 0.9327 -3.7456
H 21.2251 8.6297 28.2352
H -2.8670 -0.4452 -6.9134
H -2.7334 -0.0570 -5.0386
O -2.9074 -0.7974 -6.0192
```

Results
Highest occupied orbital energy = -14.83 eV
Net charge = +1
2S+1 = 1

Mulliken atomic charge list, values in e, 4 entries: -0.387, -0.328, -0.504, -0.236

---

Run ii
Here is a cluster of 2 separate species, C2H11N2O in total from the Open Molecules 2025 dataset. Energies are from ωB97M-V with the def2-TZVPD basis set.

```
16
Properties=species:S:1:pos:R:3
C -1.9372 -0.7726 -1.2560
N -1.3314 0.1625 -0.2334
H -1.7831 -1.7937 -0.9092
H -1.3579 -0.6578 -2.1519
H -2.9746 -0.5405 -1.4127
H -1.6042 1.1143 -0.4788
H -1.6671 0.0035 0.7111
H -0.2428 0.1854 -0.2490
N 1.4509 0.1440 -0.3575
C 1.6982 0.1015 1.0881
O 0.7835 1.0142 1.6575
H 1.7497 -0.7333 -0.7628
H 1.8720 0.9365 -0.8244
H 2.7408 0.2869 1.3272
H 1.4283 -0.9060 1.4194
H 1.1749 1.4551 2.4324
```

Results
Highest occupied orbital energy = -14.52 eV
Net charge = +1
2S+1 = 1

Mulliken atomic charge list, values in e, 4 entries: -0.791, -0.260, 0.328, 0.336

---

Of them, the most stable is run ii and the least stable is run i.